No. 1
A 2-piece molecular cluster, C5H12N2 overall in a non-equilibrium geometry. Source: the Open Molecules 2025 dataset; level of theory: ωB97M-V/def2-TZVPD.

* strongest force on any atom: 1.68 eV Å⁻¹
* electronic energy: -307.1539 hartree
* HOMO level: -8.35 eV
* SMILES string: N/C=C/N.C=CC
* relative energy (zero: lowest compared OMol25 entry of this formula, charge and spin): 198.0 kJ/mol

ORCA input file:
```
! RIJCOSX wB97M-V def2-TZVPD def2/J DEFGRID3
* xyz 0 1
C -0.499 0.486 -2.516
C -0.592 -0.641 -1.824
N -0.741 -0.781 -0.432
N -0.338 0.429 -3.950
H -0.556 1.465 -2.046
H -0.502 -1.566 -2.394
H 0.086 -0.570 0.092
H -1.165 -1.649 -0.139
H 0.309 1.157 -4.231
H -1.220 0.709 -4.369
C -0.474 0.632 2.579
C 0.957 0.327 2.195
C 1.666 -0.769 2.467
H -1.021 0.790 1.650
H -0.858 -0.233 3.109
H -0.460 1.587 3.099
H 1.505 1.062 1.604
H 2.710 -0.798 2.191
H 1.192 -1.636 2.916
*
```

***

No. 2
One molecule with the formula C5H10N2. Source: the Open Molecules 2025 dataset; level of theory: ωB97M-V/def2-TZVPD.

* strongest force on any atom: 0.49 eV Å⁻¹
* electronic energy: -305.9488 hartree
* HOMO level: -9.12 eV
* SMILES string: CC/N=C/[C@H]1CN1
* relative energy (zero: lowest compared OMol25 entry of this formula, charge and spin): 197.1 kJ/mol

ORCA input file:
```
! RIJCOSX wB97M-V def2-TZVPD def2/J DEFGRID3
* xyz 0 1
C -2.258 -0.086 -0.079
C -1.450 0.371 -1.305
N -0.139 0.580 -0.726
C 0.585 -0.455 -0.630
C 1.442 -0.610 0.578
C 2.521 0.334 0.951
N 1.237 0.388 1.622
H -3.340 -0.044 -0.216
H -1.977 0.536 0.778
H -1.969 -1.109 0.192
H -1.449 -0.410 -2.082
H -1.854 1.294 -1.736
H 0.433 -1.343 -1.266
H 1.456 -1.641 0.932
H 3.345 -0.023 1.564
H 2.762 1.098 0.216
H 0.657 1.122 1.208
*
```

***

No. 3
One molecule with the formula C22H31N5O3. Source: the Open Molecules 2025 dataset; level of theory: ωB97M-V/def2-TZVPD.

* strongest force on any atom: 0.70 eV Å⁻¹
* electronic energy: -1356.4368 hartree
* HOMO level: -7.97 eV
* SMILES string: CCOc1ccccc1CN1CCNC(=O)[C@@H]1CC(=O)N(C)CCc1cnn(C)c1
* relative energy (zero: lowest compared OMol25 entry of this formula, charge and spin): 250.5 kJ/mol

ORCA input file:
```
! RIJCOSX wB97M-V def2-TZVPD def2/J DEFGRID3
* xyz 0 1
C -6.605 0.722 -1.741
C -5.336 1.513 -1.437
O -4.241 0.684 -1.111
C -4.179 0.075 0.109
C -5.055 0.320 1.160
C -4.912 -0.347 2.365
C -3.910 -1.282 2.532
C -3.036 -1.530 1.486
C -3.140 -0.857 0.279
C -2.125 -1.088 -0.816
N -0.964 -0.213 -0.772
C -1.237 1.167 -1.090
H -1.877 1.199 -1.972
H -1.746 1.704 -0.268
C 0.097 1.841 -1.381
N 0.878 1.808 -0.169
C 0.832 0.783 0.684
O 1.532 0.737 1.688
C -0.136 -0.367 0.404
C 0.778 -1.609 0.316
H 0.196 -2.495 0.060
C 1.863 -1.418 -0.734
O 1.711 -0.716 -1.715
N 3.016 -2.106 -0.532
C 3.267 -2.952 0.610
H 2.445 -3.652 0.763
H 3.412 -2.367 1.524
H 4.171 -3.528 0.423
C 4.125 -1.875 -1.436
H 4.526 -2.839 -1.769
H 3.716 -1.343 -2.297
C 5.242 -1.036 -0.797
C 4.718 0.258 -0.270
C 4.704 0.695 1.040
N 4.128 1.908 1.052
N 3.748 2.280 -0.165
C 4.101 1.299 -0.978
H 3.897 1.366 -2.028
C 3.822 2.716 2.196
H 2.905 2.347 2.664
H 3.671 3.741 1.862
H 4.642 2.677 2.912
H 5.062 0.232 1.938
H 5.709 -1.592 0.020
H 6.003 -0.852 -1.561
H 1.224 -1.744 1.300
H -0.748 -0.467 1.321
H 1.702 2.403 -0.113
H -0.042 2.883 -1.679
H 0.608 1.288 -2.176
H -1.768 -2.120 -0.763
H -2.596 -0.937 -1.789
H -2.264 -2.277 1.604
H -3.807 -1.815 3.464
H -5.600 -0.136 3.170
H -5.857 1.035 1.058
H -5.516 2.252 -0.647
H -5.009 2.047 -2.334
H -7.399 1.403 -2.036
H -6.929 0.156 -0.871
H -6.418 0.024 -2.553
*
```

***

No. 4
A 7-piece molecular cluster, C40H87N3O10P overall in a non-equilibrium geometry. Source: the Open Molecules 2025 dataset; level of theory: ωB97M-V/def2-TZVPD.

* strongest force on any atom: 4.96 eV Å⁻¹
* electronic energy: -2833.8616 hartree
* HOMO level: -6.93 eV

ORCA input file:
```
! RIJCOSX wB97M-V def2-TZVPD def2/J DEFGRID3
* xyz 1 1
C 3.920 -1.583 -0.353
C 4.249 -0.608 0.786
O 4.807 0.489 0.646
N 3.897 -1.040 2.212
H 3.021 -1.538 2.133
H 4.575 -1.678 2.603
C 3.773 0.226 3.097
H 4.267 -2.603 -0.187
H 4.331 -1.331 -1.330
H 2.831 -1.571 -0.390
H 4.793 0.587 3.230
H 3.438 -0.233 4.027
H 2.922 0.836 2.794
C 1.457 -11.393 0.713
C 0.966 -10.650 1.945
C 0.632 -9.096 1.893
C 1.766 -8.066 2.179
N 1.272 -6.651 2.865
C 2.389 -5.642 3.238
C 2.156 -5.313 4.716
C 0.773 -5.695 4.952
C 0.556 -7.047 4.226
C 0.226 -5.992 1.892
H 1.034 -10.909 -0.167
H 1.004 -12.380 0.620
H 2.517 -11.647 0.688
H 1.586 -10.841 2.821
H 0.133 -11.256 2.302
H -0.078 -9.041 2.719
H 0.095 -8.879 0.970
H 2.182 -7.848 1.195
H 2.520 -8.341 2.916
H 2.176 -4.749 2.651
H 3.418 -5.923 3.014
H 2.314 -4.238 4.810
H 2.873 -5.680 5.451
H 0.116 -4.887 4.631
H 0.565 -5.912 6.000
H -0.464 -7.366 4.013
H 1.216 -7.822 4.615
H -0.377 -5.299 2.479
H -0.271 -6.830 1.403
H 0.756 -5.385 1.159
C -3.741 -7.671 9.539
C -4.371 -6.475 8.807
C -3.396 -5.380 8.421
C -4.158 -4.146 8.114
N -3.194 -2.981 7.719
C -4.125 -1.700 7.742
C -3.915 -0.975 6.504
C -3.584 -1.966 5.414
C -2.763 -3.087 6.184
C -2.049 -2.757 8.669
H -4.485 -8.301 10.027
H -3.100 -7.433 10.388
H -3.139 -8.332 8.916
H -4.967 -6.106 9.641
H -5.087 -6.701 8.017
H -2.843 -5.580 7.504
H -2.549 -5.208 9.086
H -4.871 -3.943 8.913
H -4.844 -4.247 7.273
H -3.917 -1.088 8.620
H -5.158 -2.045 7.759
H -3.014 -0.418 6.761
H -4.667 -0.228 6.248
H -3.131 -1.434 4.577
H -4.547 -2.373 5.107
H -1.713 -2.865 5.994
H -2.945 -4.058 5.725
H -1.646 -1.750 8.571
H -1.281 -3.490 8.423
H -2.366 -2.944 9.695
C 0.980 0.550 -0.243
C -0.500 1.083 -0.394
C -0.618 2.130 -1.547
C -2.152 2.478 -1.796
P -2.371 3.617 -3.228
C -1.466 3.106 -4.785
C -1.938 3.542 -6.192
C -0.811 3.513 -7.290
C -0.193 2.062 -7.484
C -4.105 3.686 -3.775
C -5.227 3.873 -2.757
C -6.590 3.255 -3.119
C -7.385 3.807 -4.214
C -1.677 5.261 -2.809
C -2.112 6.422 -3.752
C -0.977 7.278 -4.293
C -0.153 7.996 -3.193
H 1.128 0.027 -1.187
H 0.941 -0.245 0.502
H 1.810 1.245 -0.112
H -0.932 1.446 0.538
H -1.073 0.208 -0.701
H -0.167 1.798 -2.482
H -0.087 3.066 -1.375
H -2.601 2.989 -0.943
H -2.763 1.614 -2.057
H -1.641 2.031 -4.729
H -0.420 3.290 -4.539
H -2.347 4.549 -6.106
H -2.722 2.872 -6.546
H -0.001 4.225 -7.134
H -1.126 3.735 -8.310
H -0.874 1.390 -6.962
H 0.799 2.024 -7.033
H -0.045 1.788 -8.528
H -4.263 2.692 -4.194
H -4.147 4.506 -4.491
H -5.242 4.895 -2.379
H -4.902 3.225 -1.942
H -7.223 3.311 -2.234
H -6.355 2.242 -3.445
H -6.858 3.958 -5.156
H -7.713 4.789 -3.875
H -8.211 3.163 -4.515
H -0.589 5.210 -2.848
H -2.001 5.521 -1.801
H -2.889 7.024 -3.280
H -2.570 6.076 -4.678
H -1.481 7.987 -4.951
H -0.219 6.766 -4.885
H -0.818 8.090 -2.335
H 0.047 8.997 -3.576
H 0.740 7.392 -3.031
O 0.361 -0.634 2.851
C 0.610 -1.924 2.775
O -0.020 -2.643 3.591
O 1.495 -2.352 1.985
H -0.186 -0.891 3.597
O 1.294 -2.384 6.015
C 1.072 -1.189 6.659
O 0.397 -0.313 6.138
O 1.823 -0.939 7.634
H 0.815 -2.288 5.189
O -1.114 1.517 3.678
C -2.448 1.647 3.285
O -2.958 0.747 2.591
O -3.259 2.549 3.690
H -0.858 0.752 3.158
*
```

***

No. 5
A 4-piece molecular cluster, C3H9N2 overall in a non-equilibrium geometry. Source: the Open Molecules 2025 dataset; level of theory: ωB97M-V/def2-TZVPD.

* strongest force on any atom: 3.23 eV Å⁻¹
* electronic energy: -228.5181 hartree
* HOMO level: -12.29 eV
* relative energy (zero: lowest compared OMol25 entry of this formula, charge and spin): 1230.5 kJ/mol

ORCA input file:
```
! RIJCOSX wB97M-V def2-TZVPD def2/J DEFGRID3
* xyz 1 1
C 1.808 -1.549 1.434
C 2.505 -1.870 0.239
N 2.359 -1.485 -0.979
C -1.271 1.643 -1.471
N -1.743 2.001 -0.341
H -0.262 0.244 -1.298
H 2.242 -1.839 2.385
H 0.828 -1.092 1.413
H -4.057 2.259 1.523
H 3.362 -2.477 0.576
H 1.402 -1.055 -1.051
H -0.619 2.353 -1.938
H -4.773 2.036 1.527
H -1.783 0.830 -2.019
*
```

***

No. 6
C4H6N4O as an isolated structure in a non-equilibrium geometry. Source: the Open Molecules 2025 dataset; level of theory: ωB97M-V/def2-TZVPD.

* strongest force on any atom: 8.38 eV Å⁻¹
* electronic energy: -450.1398 hartree
* HOMO level (spin up / spin down): -6.57 / -7.06 eV
* relative energy (zero: lowest compared OMol25 entry of this formula, charge and spin): 390.9 kJ/mol

ORCA input file:
```
! RIJCOSX wB97M-V def2-TZVPD def2/J DEFGRID3
* xyz 0 1
C 0.640 0.683 -0.096
C 1.148 -0.638 -0.144
C -0.684 0.183 -0.130
C -0.236 -1.229 -0.136
N -2.027 0.991 -0.123
N 1.192 1.921 0.113
N 2.416 -1.218 -0.090
N -2.977 0.044 -0.101
O -0.751 -2.334 -0.043
H 2.027 2.205 -0.426
H 0.439 2.506 0.360
H 3.052 -0.605 0.461
H 2.512 -2.130 0.359
H -2.926 -0.914 0.216
H -3.824 0.536 -0.221
*
```

***

No. 7
C26H31FN4O3SiTa as an isolated structure. Source: the Open Molecules 2025 dataset; level of theory: ωB97M-V/def2-TZVPD.

* strongest force on any atom: 0.85 eV Å⁻¹
* electronic energy: -1900.4139 hartree
* HOMO level: -10.86 eV
* relative energy (zero: lowest compared OMol25 entry of this formula, charge and spin): 24.5 kJ/mol

ORCA input file:
```
! RIJCOSX wB97M-V def2-TZVPD def2/J DEFGRID3
* xyz 1 1
Ta -0.048 -0.130 -0.185
O 1.772 0.074 -0.807
C 2.904 -0.556 -1.144
C 4.082 0.166 -1.295
C 5.241 -0.507 -1.641
C 5.246 -1.887 -1.848
C 4.076 -2.598 -1.704
C 2.892 -1.938 -1.346
C 1.689 -2.679 -1.170
N 0.556 -2.201 -0.765
N -0.407 -3.220 -0.643
C -1.489 -2.706 -0.179
O -1.534 -1.393 0.059
C -2.699 -3.484 0.108
C -3.811 -2.859 0.666
C -4.947 -3.601 0.946
C -4.974 -4.960 0.670
C -3.864 -5.584 0.112
C -2.726 -4.851 -0.168
H 4.072 1.236 -1.144
H 6.160 0.052 -1.758
H 6.161 -2.392 -2.120
H 4.059 -3.669 -1.861
H 1.709 -3.748 -1.363
H -3.784 -1.798 0.870
H -5.813 -3.118 1.378
H -5.863 -5.538 0.889
H -3.889 -6.644 -0.104
H -1.855 -5.324 -0.601
C 1.428 5.251 0.843
N 1.326 3.874 0.401
C 0.481 2.969 0.896
N -0.353 3.329 1.885
O 0.505 1.798 0.442
H 2.158 5.758 0.219
H 1.755 5.319 1.882
H 0.477 5.776 0.723
H 1.931 3.529 -0.325
H -0.464 4.291 2.156
H -1.071 2.677 2.150
C 1.837 0.282 3.051
Si 0.258 -0.506 2.417
C -1.267 0.121 3.329
C 0.341 -2.361 2.686
H 1.851 0.293 4.143
H 1.967 1.308 2.703
H 2.700 -0.296 2.714
H -1.290 -0.361 4.310
H -2.187 -0.155 2.810
H -1.280 1.194 3.522
H 0.531 -2.569 3.743
H 1.145 -2.826 2.111
H -0.595 -2.854 2.420
F -0.084 5.065 -4.596
C -0.475 4.129 -3.714
C -0.994 4.529 -2.500
C -1.392 3.554 -1.595
C -1.279 2.196 -1.885
C -1.655 1.130 -0.903
C -0.768 1.841 -3.135
C -0.361 2.795 -4.055
H -1.098 5.584 -2.286
H -1.829 3.862 -0.651
H -2.404 0.465 -1.342
H -2.100 1.553 0.009
H -0.694 0.792 -3.407
H 0.031 2.520 -5.024
*
```

***

No. 8
One molecule with the formula C5H8O3 in a non-equilibrium geometry. Source: the Open Molecules 2025 dataset; level of theory: ωB97M-V/def2-TZVPD.

* strongest force on any atom: 10.50 eV Å⁻¹
* electronic energy: -420.8860 hartree
* HOMO level: -8.66 eV
* SMILES string: C[C@H](O)C1OC=CO1
* relative energy (zero: lowest compared OMol25 entry of this formula, charge and spin): 446.5 kJ/mol

ORCA input file:
```
! RIJCOSX wB97M-V def2-TZVPD def2/J DEFGRID3
* xyz 0 1
C 2.267 0.866 0.138
C 1.342 -0.304 0.292
C -0.057 0.101 0.562
C -2.057 -0.343 0.009
C -1.855 0.813 -0.311
H 3.313 0.523 -0.254
H 1.918 1.822 -0.362
H 2.359 1.429 1.162
H 1.535 -0.932 1.169
H 0.882 -2.009 -0.441
H -0.474 0.511 1.701
H -2.898 -0.938 -0.219
H -2.492 1.692 -0.686
O 1.295 -1.103 -0.911
O -0.955 -1.108 0.498
O -0.589 1.099 -0.363
*
```

***

No. 9
C4H7OSn as an isolated structure in a non-equilibrium geometry. Source: the Open Molecules 2025 dataset; level of theory: ωB97M-V/def2-TZVPD.

* strongest force on any atom: 7.48 eV Å⁻¹
* electronic energy: -445.7449 hartree
* HOMO level: -13.48 eV
* relative energy (zero: lowest compared OMol25 entry of this formula, charge and spin): 0.0 kJ/mol

ORCA input file:
```
! RIJCOSX wB97M-V def2-TZVPD def2/J DEFGRID3
* xyz 1 1
C -0.524 1.008 0.249
C 0.405 0.198 -0.625
C 1.176 -0.886 -0.226
O 2.434 -1.168 -0.575
Sn 2.655 0.492 -1.314
H -0.016 1.452 1.119
H 0.432 0.477 -1.692
H -1.069 1.742 -0.362
H 0.713 -1.825 0.102
C -1.425 -0.132 0.700
H -1.816 0.058 1.706
H -2.257 -0.313 0.006
H -0.709 -1.101 0.910
*
```

***

No. 10
A 3-piece molecular cluster, C3HNO3 overall in a non-equilibrium geometry. Source: the Open Molecules 2025 dataset; level of theory: ωB97M-V/def2-TZVPD.

* strongest force on any atom: 4.09 eV Å⁻¹
* electronic energy: -395.3541 hartree
* HOMO level: -10.89 eV
* relative energy (zero: lowest compared OMol25 entry of this formula, charge and spin): 61.3 kJ/mol

ORCA input file:
```
! RIJCOSX wB97M-V def2-TZVPD def2/J DEFGRID3
* xyz 0 1
C 0.600 -0.889 1.204
C -1.341 0.074 0.206
C -0.025 1.497 -2.123
N 1.339 -1.207 2.045
O -0.658 2.391 -1.772
O -2.182 -0.695 0.377
O 0.533 0.615 -2.597
H 1.733 -1.785 2.661
*
```

***

No. 11
A 2-piece molecular cluster, H6OSi2 overall in a non-equilibrium geometry. Source: the Open Molecules 2025 dataset; level of theory: ωB97M-V/def2-TZVPD.

* strongest force on any atom: 1.93 eV Å⁻¹
* electronic energy: -657.7012 hartree
* HOMO level: -8.35 eV
* relative energy (zero: lowest compared OMol25 entry of this formula, charge and spin): 379.0 kJ/mol

ORCA input file:
```
! RIJCOSX wB97M-V def2-TZVPD def2/J DEFGRID3
* xyz 0 1
O 1.408 0.731 -0.628
Si 0.546 -0.711 -0.742
Si -1.053 1.731 0.913
H 1.201 1.195 -1.432
H 1.282 -1.371 -1.863
H 0.591 -0.892 0.806
H -0.717 -0.669 -1.494
H -0.867 3.026 1.519
H -1.497 0.961 2.092
*
```

***

No. 12
One molecule with the formula C2H7NO2S in a non-equilibrium geometry. Source: the Open Molecules 2025 dataset; level of theory: ωB97M-V/def2-TZVPD.

* strongest force on any atom: 4.70 eV Å⁻¹
* electronic energy: -683.7511 hartree
* HOMO level: -9.10 eV
* relative energy (zero: lowest compared OMol25 entry of this formula, charge and spin): 248.7 kJ/mol

ORCA input file:
```
! RIJCOSX wB97M-V def2-TZVPD def2/J DEFGRID3
* xyz 0 1
C -1.303 0.620 0.867
C 0.418 0.138 0.613
N 0.975 0.982 -0.438
O 2.020 -1.734 -0.334
O -0.378 -1.623 -1.386
S 0.594 -1.759 0.009
H -1.640 0.085 1.736
H -1.834 0.304 -0.047
H -1.457 1.728 0.975
H 1.001 0.205 1.535
H 1.813 0.734 -0.897
H 0.224 1.056 -1.124
H -0.435 -0.735 -1.509
*
```

***

> Among the records above, which one has the lowest electronic energy?

C40H87N3O10P